Entry 1:
168
Properties=species:S:1:pos:R:3:forces:R:3 method="wB97M-V/def2-TZVPD" homo_ha=-0.3093 energy_ev=-89493.72305 max_force_ha_per_bohr=0.080 smiles="CC1(C)CCCC(C)(C)N1O.CC1(C)CCCC(C)(C)N1O.CC1(C)CCCC(C)(C)N1O.CC1(C)CCCC(C)(C)N1O.NC(N)=O.NC(N)=O.NC(N)=O.NC(N)=O.NC(N)=O.NC(N)=O"
C 19.12310 18.07366 13.81601 0.9 0.1 0.3
H 20.29932 16.42359 6.88398 0.0 1.0 -0.5
N 14.58238 15.47880 11.41592 -1.2 0.2 1.6
H 13.09198 14.22558 14.93550 -0.6 0.5 0.2
O 12.76936 8.50318 10.17590 -1.1 0.5 -0.8
C 11.61341 13.01474 16.86571 0.1 -0.6 -0.1
C 16.05730 20.83224 8.98956 -0.4 -1.0 -0.7
H 22.88607 16.22555 8.05585 -0.2 -0.7 -1.2
H 12.52160 12.91707 17.45010 0.6 1.0 0.0
H 19.10257 16.04330 13.30659 0.1 0.6 0.5
H 10.13968 11.53253 14.76188 -0.2 -0.4 0.4
O 15.87656 21.17620 11.93673 0.2 -0.2 1.1
H 7.44086 13.21945 13.57331 0.1 0.4 0.5
C 14.17490 10.58583 8.76697 1.4 0.2 0.1
H 7.02226 13.76539 15.24187 0.8 0.1 -0.7
C 12.76327 9.04415 13.07690 0.7 -0.9 -0.8
H 8.94482 11.70397 16.10787 -0.1 -0.1 -0.6
H 12.54846 9.65808 13.93128 -0.2 0.3 0.4
C 21.87774 15.56721 10.56216 -0.3 0.1 0.6
H 13.71891 20.00387 12.66646 -0.2 0.0 0.8
H 16.36036 9.31358 11.19637 0.0 0.6 0.0
H 16.68370 10.64115 10.02956 0.4 -0.4 -0.5
O 13.75446 18.19325 15.25577 -0.3 -1.0 1.5
C 9.22392 13.47251 14.77960 -0.7 0.2 -1.2
H 19.57490 19.04607 9.85201 0.1 0.1 0.5
N 14.82618 21.38335 11.06767 -1.6 1.0 1.2
H 16.00084 21.71546 8.35498 -0.4 -0.1 0.1
C 14.79171 9.62511 9.79396 -0.1 -0.7 1.3
H 18.42168 17.68692 9.59820 -0.6 -0.2 0.5
H 14.99565 15.62838 17.20322 0.3 -0.2 -0.2
C 18.36868 12.96550 8.27467 -1.5 2.4 1.1
H 12.73703 20.31506 9.68456 0.3 0.6 0.1
H 16.65178 14.25384 17.02727 0.0 0.0 -0.8
H 21.99613 14.36218 8.86718 0.3 -0.6 -0.7
H 19.01200 18.58971 8.28441 0.0 0.2 -0.7
H 12.40557 22.32492 10.68127 -1.4 -0.8 0.6
H 12.83226 7.60158 10.42754 -0.2 -1.4 0.1
H 14.15344 14.64523 11.09978 -0.1 -0.5 -1.3
H 14.24929 18.80032 11.08074 0.7 -0.1 0.2
O 16.01209 15.67227 9.64927 -1.2 -0.2 -0.3
N 17.89013 13.89450 12.59651 -0.6 -0.7 1.3
C 13.60661 20.73603 9.12615 -1.4 -0.6 0.7
C 22.97536 17.02568 8.75089 0.0 -1.0 0.4
H 13.51020 8.29941 13.34838 0.2 0.0 0.3
O 19.61404 15.74116 10.77436 -2.2 -1.9 -0.7
H 20.38907 15.20768 7.95997 0.6 -1.1 0.6
C 15.69928 15.93522 10.83863 1.9 -2.0 -3.1
C 14.86402 20.50792 9.94495 0.5 0.9 -2.7
C 21.92714 15.21512 12.01879 -0.3 -1.7 1.5
H 12.08304 13.70950 12.77503 0.5 0.0 -0.8
H 17.86072 13.97360 11.61307 -0.1 0.2 -1.1
H 19.69089 11.23286 12.65688 0.0 0.1 -0.3
N 19.63241 18.48517 12.61850 -0.3 -1.6 -1.0
C 11.73360 15.56532 16.88584 -0.9 0.3 0.6
C 14.99214 19.05583 10.31011 -1.2 -0.7 -0.8
H 21.16141 14.41544 12.39086 1.3 1.3 -1.1
H 15.97266 23.37882 9.52585 -0.8 0.7 1.3
H 11.92188 10.65364 10.46482 0.0 -0.5 -0.3
C 14.18788 18.89102 14.38127 2.1 2.4 -2.2
N 16.63875 16.53946 11.51257 0.7 1.2 0.8
O 8.98209 14.29954 17.03835 1.5 -1.4 -0.2
H 11.20003 15.73003 17.83479 -0.4 -0.2 -0.4
H 15.10269 24.74940 10.23994 -0.6 1.0 -0.2
C 13.37739 22.19402 8.79382 -0.3 -0.9 0.4
H 17.00010 14.36210 8.63670 -0.2 0.5 0.4
H 19.36056 12.31440 11.30940 0.2 0.1 -0.9
C 9.15066 11.90683 15.04443 1.3 1.6 0.1
H 21.69847 18.56735 9.60893 0.8 -0.1 -1.2
H 14.23654 11.31131 13.36565 -0.3 -0.6 -0.8
H 15.86804 19.67552 13.32953 -0.1 0.3 -0.1
H 20.06737 17.81014 11.98909 0.0 0.2 0.2
H 14.27760 22.56025 8.28010 -0.7 0.4 0.0
H 8.37464 15.02677 17.02386 -0.2 0.8 -0.4
H 21.11269 13.51410 10.14687 0.1 0.7 0.0
H 11.71946 12.16426 16.20361 -0.4 -0.2 -0.4
H 18.70516 16.43060 14.94565 0.3 0.5 -1.0
H 19.98342 19.40358 12.57896 0.2 1.0 0.1
C 11.54148 13.51998 13.67153 -1.7 -0.2 0.4
H 11.89867 8.45946 12.81661 -0.6 0.1 -0.4
H 10.85487 12.78166 17.59362 -0.6 0.0 0.1
H 23.94496 17.47916 8.49724 -0.6 0.5 0.2
C 18.40101 12.71212 13.10468 1.3 1.1 -2.0
C 11.26835 14.30820 16.10648 0.2 0.4 0.9
C 13.13002 22.83549 10.12874 2.0 2.5 -0.7
N 16.60289 14.28406 16.01044 0.5 -0.1 0.0
H 16.94986 20.94550 9.55390 1.1 -0.1 0.5
H 14.75902 23.05030 13.15091 0.1 0.5 -0.2
H 13.26505 10.17037 8.30794 0.3 0.4 0.3
C 16.00350 15.33006 15.40045 -1.3 -0.1 -0.7
H 12.46086 22.30547 8.22642 0.1 0.1 -0.7
N 15.56188 19.21469 14.16511 -1.3 -1.9 1.7
H 12.75510 11.93230 11.24469 0.2 -0.4 0.2
C 14.39325 22.82415 10.99114 0.2 -0.2 1.3
H 16.25995 11.93200 12.00794 0.5 0.0 0.4
H 21.58247 18.39307 7.83293 -0.2 1.1 -1.5
H 9.89933 14.80913 13.11705 -0.1 -0.8 0.5
H 12.77054 15.53014 17.25564 -0.2 -0.2 -0.8
O 16.01504 15.59084 14.13996 0.2 -0.8 3.1
H 18.89294 16.01459 7.93392 0.7 0.4 -0.2
H 9.60863 13.14538 12.61458 0.4 0.0 0.6
N 13.86399 9.05046 10.82195 0.8 0.6 1.1
H 17.06169 14.25752 13.09136 0.6 0.1 -0.2
N 9.78894 14.38184 15.83766 -0.5 0.2 -0.9
H 14.74171 11.94067 11.07399 1.0 0.0 0.1
C 15.49012 11.30998 11.60744 -2.6 -2.2 -0.5
C 14.58383 10.54631 12.60552 0.1 3.2 1.4
N 13.33920 19.55224 13.50736 2.5 -0.4 -1.4
H 18.44696 12.20723 6.47027 -0.2 -0.1 -0.3
C 7.76010 13.88965 14.40014 -0.3 0.6 0.2
H 15.12268 9.91691 13.28674 0.6 -1.0 -0.2
H 22.92958 14.80209 12.20744 -0.3 0.2 0.3
H 14.66195 18.42201 9.43042 0.7 0.7 0.8
C 23.06938 16.35885 10.11849 1.0 2.3 0.9
H 12.83469 23.90007 9.98912 0.0 -0.6 0.3
H 11.55737 16.42641 16.21679 0.3 -0.2 0.6
O 18.96683 13.21199 9.31676 0.8 -0.4 0.8
C 19.28443 18.20279 9.24785 1.8 -1.3 -0.6
H 16.54931 13.34842 7.38901 0.8 0.2 0.1
H 22.84717 13.70884 10.34314 -0.7 0.6 -0.8
H 17.08141 13.59542 15.47630 0.7 -0.7 -0.4
H 11.91959 15.46234 14.35188 0.1 0.1 0.4
H 14.06210 11.58329 9.22075 -0.5 -0.4 -0.3
C 15.36972 8.39075 9.12818 1.3 0.8 -0.5
H 13.07316 22.77183 12.86864 0.6 0.3 -0.9
N 17.33872 13.75943 7.90265 -1.5 -0.3 -0.5
C 13.37488 9.89233 11.95796 -0.3 0.5 -0.7
C 20.47691 17.14042 9.04270 -2.7 -1.2 0.0
N 19.20732 12.00957 12.23729 -0.7 -0.1 1.2
H 12.44267 19.79300 13.78377 -1.7 0.1 0.6
H 19.48634 14.95374 10.14518 0.0 1.1 0.9
N 15.27267 16.01129 16.31565 -1.1 2.4 -1.4
C 15.49341 23.79700 10.48507 1.2 -2.1 -1.6
H 16.03369 18.85584 10.52007 -0.1 -0.5 0.5
H 11.46238 11.12206 12.05749 0.6 -0.5 0.1
C 12.01286 14.45389 14.76760 0.6 -1.2 -0.4
C 12.34533 10.92173 11.41816 -0.4 1.2 0.4
H 8.44762 11.47809 14.33533 -0.2 -0.1 0.3
H 13.75144 24.36086 12.38108 0.2 0.0 0.2
H 11.58558 12.46636 13.90840 0.9 -0.3 0.2
C 19.99361 16.18891 7.88327 -1.0 -0.2 1.3
H 15.89481 7.83908 9.89353 -0.2 -0.6 0.1
N 18.69418 12.01598 7.42120 2.5 -2.0 -1.0
N 19.14838 16.73764 14.06600 -0.6 -1.6 0.1
H 24.00898 15.85596 10.29213 0.2 -0.7 -0.3
O 18.29443 12.38279 14.25366 -0.8 -0.6 2.0
H 14.54383 15.42336 12.41729 0.4 0.7 0.6
H 16.35510 23.95712 11.14040 -0.4 -0.2 0.4
C 15.93220 10.17706 10.65921 0.4 1.6 -0.4
H 16.28004 18.75730 14.76769 -1.0 0.5 -1.0
H 19.70046 11.80820 7.53381 -1.0 -0.3 -0.2
H 14.63560 7.83145 8.60961 -0.8 -0.8 -0.3
H 16.15137 8.63936 8.38996 -0.3 0.2 0.1
C 13.97080 23.29372 12.43251 -0.2 -1.1 -0.1
H 14.98438 10.70974 8.00222 -0.8 -0.1 0.2
H 16.55156 16.69798 12.46830 -0.1 0.4 1.9
H 16.71530 21.31252 11.50240 0.6 0.3 -0.6
H 7.67783 14.94716 13.99610 0.3 -1.1 0.7
O 18.79164 18.88220 14.65831 -0.7 0.6 0.7
C 21.93092 14.22194 9.93172 0.3 -1.8 -0.8
H 16.17193 19.95620 8.32426 0.2 0.4 0.2
C 10.04866 13.74188 13.44601 -0.6 1.0 0.2
C 21.70745 17.86098 8.71862 1.6 1.2 2.7
H 17.50732 16.74567 11.04978 -0.1 -0.1 0.0
N 20.70835 16.44072 10.37675 0.7 1.1 -1.5
H 13.55929 20.09838 8.27398 0.7 -0.4 -1.0
H 23.18197 17.23526 10.77915 -0.3 -0.2 0.4
H 14.67216 16.79908 15.95255 0.7 -0.8 0.4
H 21.74245 16.06335 12.62044 0.1 1.1 0.9

Entry 2:
20
Properties=species:S:1:pos:R:3:forces:R:3 method="wB97M-V/def2-TZVPD" homo_ha=-0.1513 charge=-1 energy_ev=-23331.42324 max_force_ha_per_bohr=0.066
H -0.05740 0.94584 -3.34239 -0.3 -0.5 0.0
H -0.82170 1.50644 -1.20661 0.1 -0.4 -0.4
O 0.52636 0.67989 3.54934 0.1 0.1 -1.0
H -1.67546 2.24826 -0.13991 -0.3 0.0 0.1
H 1.14344 0.92715 4.23930 0.2 0.1 -0.1
H 0.49254 1.81423 0.60976 0.3 -0.2 0.3
O 1.26610 1.62564 1.20959 0.2 0.2 -0.4
H 0.50975 -1.14354 2.93591 0.1 -0.3 -0.1
H -0.29451 -1.64439 -1.08730 0.2 -0.1 0.1
H 0.58487 -2.61230 -0.24166 0.0 -0.1 -0.3
O 0.60743 -2.00802 2.49016 0.1 0.2 0.4
O -0.39768 0.45075 -2.58480 0.3 0.6 0.6
S -1.74302 -1.24977 -4.87462 0.1 -1.0 3.3
O -0.77919 2.05001 -0.39842 0.1 0.4 0.0
H 0.33722 -1.83456 1.58250 -0.2 0.2 0.0
O 0.12378 -1.77052 -0.22281 0.0 0.1 -0.1
H -1.67367 -1.80444 -2.89647 -0.2 0.7 -3.3
H 0.88189 1.01304 2.64796 -0.4 -0.2 1.3
H 1.88798 1.10483 0.68581 -0.3 0.0 0.1
H -0.91873 -0.29853 -2.95536 0.0 0.3 -0.5

Entry 3:
15
Properties=species:S:1:pos:R:3:forces:R:3 method="wB97M-V/def2-TZVPD" homo_ha=-0.3039 energy_ev=-24415.06402 max_force_ha_per_bohr=0.093
C -0.41500 1.75599 0.27543 -1.5 -3.2 2.2
H 1.86256 -0.07687 -0.62338 -1.1 -1.1 -0.2
C -0.04716 -0.38856 1.26267 -2.7 2.3 -3.1
S 1.62906 2.48853 -1.89219 0.5 0.4 -0.7
H 0.51447 -2.11062 0.13321 1.4 -1.9 0.9
H -1.06891 1.26965 -1.83079 1.0 -0.3 -0.6
P 0.25930 1.31294 -1.25154 -0.9 -0.7 -0.5
C 0.85808 -0.44977 -1.04033 0.4 2.2 2.0
H -0.82087 -0.28682 1.98006 -1.2 -0.7 0.1
H 1.09128 -0.98917 -1.90947 0.1 -0.6 -1.4
H -0.08457 2.45304 0.99178 1.0 0.7 0.4
H -0.91502 -1.55546 -0.36138 -1.3 0.3 -0.5
H 0.81069 -0.20120 1.74541 3.5 0.6 1.3
H -1.51719 1.78515 0.22598 0.5 -0.2 0.1
C 0.01689 -1.21205 0.00027 0.4 2.2 0.2